A molecular structure, C6H4Cl2F12NaO12S4 at a distorted geometry. Source: OMol25; level of theory: ωB97M-V/def2-TZVPD.

Computed properties:
**Net charge**: -3
**Energy above the lowest of the compared OMol25 structures with the same formula, charge and spin**: 5.3349 eV
**Multiplicity**: 1
**Molar mass**: 718.2 g mol⁻¹

CARTESIAN COORDINATES (ANGSTROEM)
F -1.155 -0.812 7.259
F 3.248 -5.216 -1.189
O 0.518 1.697 -5.184
C 2.351 -4.756 -0.209
O 3.267 3.811 2.384
F 1.209 5.965 3.997
C 1.967 6.358 2.952
Cl -4.416 -3.169 -1.837
S -0.157 2.802 -4.559
F 1.332 7.142 2.166
H -3.891 -5.346 -4.767
H -2.643 -4.796 -3.526
S 2.326 4.730 1.798
F -0.699 3.814 -6.946
O 1.019 4.048 1.584
O 1.295 -2.667 6.361
F 1.105 -5.216 -0.449
O 2.395 -2.629 -1.843
F 2.801 -5.172 0.984
C -4.779 -4.448 -2.989
F 3.085 6.969 3.289
Na -2.309 0.956 0.557
F -1.789 4.762 -5.331
S 1.571 -1.239 6.618
F -2.450 2.850 -5.931
S 2.255 -2.835 -0.416
H -5.663 -4.081 -3.510
O 2.379 -0.716 5.545
C -1.356 3.642 -5.797
O 3.415 -2.306 0.362
O -0.921 2.367 -3.421
O 2.846 5.383 0.589
H -5.000 -5.314 -2.365
O 0.896 3.777 -4.158
F 0.174 1.010 6.911
O 2.211 -0.914 7.924
O 0.945 -2.453 0.190
F -0.379 -0.144 5.302
C -0.072 -0.277 6.569
C -3.565 -4.577 -4.066
Cl -3.363 -3.002 -4.850

Here are the Löwdin charges for atoms 1 to 5, given in e: F 0.06; F 0.03; O -0.34; C -0.58; O -0.35

C6H4ClIN2 in the gas phase at a distorted geometry. Source: OMol25; level of theory: ωB97M-V/def2-TZVPD.

Computed properties:
**Structure (SMILES)**: N#C[C@]1(I)C=CCC(Cl)=N1
**Energy above the lowest of the compared OMol25 structures with the same formula, charge and spin**: 0.2712 eV
**Multiplicity**: 1
**Molar mass**: 266.5 g mol⁻¹

CARTESIAN COORDINATES (ANGSTROEM)
N 0.751 -1.121 0.191
I 2.725 0.880 -1.177
N 2.340 0.169 2.750
C -1.330 -0.470 -0.958
H -1.046 -0.254 -1.973
C -1.151 0.809 -0.202
H 0.238 2.197 0.921
C 1.059 0.264 0.354
C 1.810 0.110 1.721
H -2.050 1.507 -0.131
Cl -0.678 -3.129 -0.432
H -2.384 -0.748 -0.957
C -0.024 1.188 0.357
C -0.261 -1.402 -0.462

Here are the Löwdin charges for atoms 1 to 5, given in e: N 0.01; I 0.69; N 0.15; C -0.15; H 0.13

C6H4ClN3O2 in the gas phase at a distorted geometry. Source: OMol25; level of theory: ωB97M-V/def2-TZVPD.

Computed properties:
**Energy above the lowest of the compared OMol25 structures with the same formula, charge and spin**: 2.3461 eV
**Multiplicity**: 1
**Molar mass**: 185.6 g mol⁻¹

CARTESIAN COORDINATES (ANGSTROEM)
C 2.613 -1.983 0.223
H -1.785 1.401 0.081
N 3.473 -2.749 0.061
C -0.963 0.554 0.090
H 2.419 0.680 0.084
H -2.946 -2.151 -0.333
H -0.495 -1.402 -0.279
C -2.585 -1.216 -0.154
C 0.344 0.918 0.030
C -1.302 -0.790 -0.100
Cl -3.991 -0.261 0.205
N 0.626 2.276 -0.060
O -0.281 3.092 -0.064
O 1.819 2.562 -0.086
C 1.545 -1.114 0.204
N 1.506 0.182 0.096

Here are the Löwdin charges for atoms 1 to 5, given in e: C -0.25; H 0.16; N 0.15; C 0.02; H 0.17

A gas-phase ion, C6H4F2N3O2 (charge +1) at a distorted geometry. Source: OMol25; level of theory: ωB97M-V/def2-TZVPD.

Computed properties:
**Structure (SMILES)**: O=C(F)N(C(=O)F)[n+]1ccccn1
**Net charge**: +1
**Energy above the lowest of the compared OMol25 structures with the same formula, charge and spin**: 0.0000 eV
**Multiplicity**: 1
**Molar mass**: 188.1 g mol⁻¹

CARTESIAN COORDINATES (ANGSTROEM)
N 0.222 -0.140 -0.064
H 1.367 2.561 1.467
C 0.941 0.566 0.803
H 1.588 0.054 1.492
C -0.034 2.480 -0.164
F 0.254 -2.712 1.970
H -1.342 2.058 -1.806
C -0.462 -2.003 1.152
N 0.345 -1.561 0.008
C 0.813 1.953 0.776
C -0.703 1.635 -1.051
O -1.583 -1.711 1.320
F -1.317 -2.460 -1.337
N -0.576 0.321 -0.989
O 0.731 -2.407 -2.081
C -0.054 -2.177 -1.257
H -0.190 3.543 -0.239

Here are the Löwdin charges for atoms 1 to 5, given in e: N -0.05; H 0.14; C 0.07; H 0.16; C 0.04

A molecular structure, C6H4FNO at a distorted geometry. Source: OMol25; level of theory: ωB97M-V/def2-TZVPD.

Computed properties:
**Energy above the lowest of the compared OMol25 structures with the same formula, charge and spin**: 1.7850 eV
**Multiplicity**: 1
**Molar mass**: 125.1 g mol⁻¹

CARTESIAN COORDINATES (ANGSTROEM)
C -0.273 -2.050 -0.723
C 1.055 -1.598 -0.672
C 1.189 0.748 -0.068
H 1.774 1.108 0.685
C 1.612 -0.529 -0.516
C -1.018 1.659 0.927
H -2.201 1.786 0.694
H 1.381 1.462 -0.959
F -0.647 -2.976 0.251
N -1.043 -0.473 0.036
O -0.528 2.314 1.826
H -0.940 -1.964 -1.651
C -0.361 0.513 0.171

Here are the Löwdin charges for atoms 1 to 5, given in e: C -0.16; C 0.01; C -0.10; H 0.08; C -0.03

2 unconnected molecules or ions with the total composition C6H4INS at a distorted geometry. Source: OMol25; level of theory: ωB97M-V/def2-TZVPD.

Computed properties:
**Energy above the lowest of the compared OMol25 structures with the same formula, charge and spin**: 3.5861 eV
**Multiplicity**: 1
**Molar mass**: 249.1 g mol⁻¹

CARTESIAN COORDINATES (ANGSTROEM)
C -1.093 0.555 1.285
S 0.454 2.735 0.145
H -1.378 0.057 2.272
H -1.720 0.174 -3.162
H -0.416 2.288 2.276
N -1.073 1.581 -1.828
C -1.405 0.356 -2.179
C -1.567 -0.069 0.166
C -0.554 2.414 -1.191
I -5.264 -0.272 -0.041
C -0.539 1.836 1.218
H -3.758 -0.544 0.341
C -1.723 -0.334 -1.035

Here are the Löwdin charges for atoms 1 to 5, given in e: C -0.17; S 0.96; H 0.13; H 0.09; H 0.09

A molecular structure, C6H4N2O3Zn at a distorted geometry. Source: OMol25; level of theory: ωB97M-V/def2-TZVPD.

Computed properties:
**Net charge**: +2
**Energy above the lowest of the compared OMol25 structures with the same formula, charge and spin**: 0.0000 eV
**Multiplicity**: 1
**Molar mass**: 217.5 g mol⁻¹

CARTESIAN COORDINATES (ANGSTROEM)
N 0.000 -0.031 1.935
C -1.755 -1.023 -0.742
H -0.006 -1.450 4.876
H 0.008 2.067 2.336
C 1.754 -1.024 -0.741
C 0.004 1.057 2.730
C 0.001 2.266 -0.819
C 0.002 0.648 4.074
Zn 0.000 -0.261 0.023
N -0.004 -1.121 2.776
O 0.001 3.356 -1.159
H 0.005 1.292 4.936
O 2.731 -1.550 -1.059
O -2.731 -1.547 -1.060
C -0.003 -0.738 4.065
H -0.008 -2.073 2.435

Here are the Löwdin charges for atoms 1 to 5, given in e: N -0.13; C 0.10; H 0.15; H 0.13; C 0.11

A molecular structure, C6H4N5NiO5 at a distorted geometry. Source: OMol25; level of theory: ωB97M-V/def2-TZVPD.

Computed properties:
**Net charge**: +1
**Electronic energy**: -2388.827838 Ha
**Multiplicity**: 3
**Molar mass**: 284.8 g mol⁻¹

CARTESIAN COORDINATES (ANGSTROEM)
N -0.836 -0.424 1.613
N 0.257 -0.799 4.828
O -0.528 -1.542 -4.444
O 1.706 1.642 1.099
C -0.173 -0.941 -3.516
N -0.481 -0.523 3.688
C -1.335 1.309 -1.014
O -2.229 2.045 -1.001
C -1.985 -0.620 2.251
H -2.948 -0.703 1.774
C 1.206 -1.001 0.381
H 1.061 0.557 -1.245
H -0.307 -0.575 5.649
O -1.821 -2.244 -1.709
N -1.812 -0.719 3.591
C -0.997 -1.418 -1.724
H 1.096 -0.230 4.795
O 2.084 -1.638 0.812
C 1.117 0.920 0.392
N 0.147 -0.384 2.522
Ni -0.194 -0.124 -0.525

Here are the Löwdin charges for atoms 1 to 5, given in e: N -0.03; N 0.16; O 0.14; O 0.20; C 0.03

2 unconnected molecules or ions with the total composition C6H4NO2 at a distorted geometry. Source: OMol25; level of theory: ωB97M-V/def2-TZVPD.

Computed properties:
**Net charge**: -1
**Energy above the lowest of the compared OMol25 structures with the same formula, charge and spin**: 3.4375 eV
**Multiplicity**: 1
**Molar mass**: 122.1 g mol⁻¹

CARTESIAN COORDINATES (ANGSTROEM)
C -1.804 -0.711 1.357
C -0.659 1.720 -0.988
H 1.268 -1.808 1.157
H 0.365 -0.907 -0.204
C 0.760 1.441 -1.114
H -1.318 2.642 -1.114
C 1.993 1.528 -1.012
C -0.531 0.431 -0.867
H 0.205 -2.622 0.076
C 0.215 -1.691 0.618
O -2.841 -0.206 1.574
O 3.206 1.636 -0.968
N -0.858 -1.454 1.484

Here are the Löwdin charges for atoms 1 to 5, given in e: C -0.38; C -0.17; H 0.10; H 0.00; C -0.26

A gas-phase ion, C6H4NO2S2 (charge -1) at a distorted geometry. Source: OMol25; level of theory: ωB97M-V/def2-TZVPD.

Computed properties:
**Structure (SMILES)**: O=C([O-])[C@@H]1SCc2scnc21
**Net charge**: -1
**Energy above the lowest of the compared OMol25 structures with the same formula, charge and spin**: 0.0955 eV
**Multiplicity**: 1
**Molar mass**: 186.2 g mol⁻¹

CARTESIAN COORDINATES (ANGSTROEM)
H 1.226 -1.101 -1.463
H -0.392 -1.866 -1.463
S -1.198 1.238 -1.497
C 0.285 -1.209 -0.917
C 0.826 -0.367 1.570
H -1.806 3.171 -0.080
S 0.613 -1.968 0.724
C -0.137 0.565 0.709
C -0.297 0.101 -0.562
O 3.041 -0.019 2.412
N -0.692 1.767 0.980
C -1.281 2.236 -0.056
O 2.642 0.548 0.277
H 0.533 -0.464 2.611
C 2.376 0.127 1.397

Here are the Löwdin charges for atoms 1 to 5, given in e: H 0.08; H 0.06; S 0.99; C -0.46; C -0.39